DFT (wB97M-V/def2-TZVPD) results for a single C10H8O molecule at a distorted geometry.

The geometry in XYZ format:
```
19
Properties=species:S:1:pos:R:3:forces:R:3:nbo_charge:R:1
C -3.268460 -0.018789 0.016067 6.96 -1.70 0.75 -0.194
C -2.632390 1.137941 -0.290182 4.16 -0.68 0.82 -0.206
C -1.210856 1.181160 -0.254848 -0.65 -1.64 0.82 -0.196
C -0.408672 0.097944 0.057561 -3.01 -3.28 -0.66 -0.012
C 1.006783 0.052175 0.005461 2.48 4.09 2.39 0.198
C 1.913552 0.994383 0.508191 -2.08 3.99 -0.01 -0.269
C 3.267762 0.610508 0.217710 -7.97 -5.91 -1.50 -0.300
C 3.009662 -0.683627 -0.301577 2.55 1.48 0.03 0.095
O 1.726712 -0.947559 -0.417391 -0.81 -2.43 -0.99 -0.378
C -1.081389 -1.176251 0.258319 -5.31 6.14 -0.68 -0.177
C -2.520658 -1.230160 0.294320 4.52 7.24 -1.65 -0.175
H -4.192888 -0.023509 -0.179669 -7.36 -0.58 -0.72 0.188
H -2.958058 2.090993 -0.513844 -1.93 1.44 -0.55 0.214
H -0.701592 2.056804 -0.451353 0.74 1.98 -0.56 0.201
H 1.485226 2.105729 0.879226 1.52 -3.35 -0.87 0.220
H 4.091438 1.068652 0.365477 5.51 2.92 1.04 0.210
H 3.600283 -1.488736 -0.725298 0.30 0.40 0.28 0.201
H -0.582556 -1.972196 0.472773 3.20 -4.88 1.13 0.190
H -3.007553 -2.048971 0.425685 -2.84 -5.23 0.93 0.189
```
Forces are in eV/Å.

HOMO ... -8.00 eV
Gap between HOMO and LUMO ... 8.908 eV
Energy ... -12543.6557 eV
Energy above the lowest of the compared OMol25 structures with the same formula, charge and spin ... 3.733 eV
SMILES ... c1ccc(-c2ccco2)cc1



DFT (wB97M-V/def2-TZVPD) results for a molecular structure, C39H35AuF3O4.

The geometry in XYZ format:
```
82
Properties=species:S:1:pos:R:3:forces:R:3:lowdin_charge:R:1
Au -0.278830 0.163787 -0.248794 -0.35 0.00 0.34 1.318
C -1.478021 -4.058456 4.481568 -0.01 0.01 0.00 0.019
C -1.046184 -4.244201 3.034688 0.03 -0.02 -0.02 -0.570
C -0.762643 -5.698596 2.701908 -0.01 0.01 -0.01 0.018
O -2.056201 -3.762199 2.168619 -0.07 0.03 0.02 -0.012
C -1.645048 -2.548038 1.547209 0.06 -0.04 0.04 -0.146
C -0.159882 -2.438745 1.848793 -0.01 -0.14 0.07 -0.168
O 0.124436 -3.484501 2.772396 0.01 -0.02 -0.05 -0.002
C 0.241492 -1.035017 2.380174 0.06 0.12 0.04 -0.404
O -0.559248 -0.057666 1.763753 0.19 -0.07 -0.09 -0.310
C -0.028038 -0.959824 3.885559 -0.04 -0.02 -0.02 -0.151
C -1.135619 -0.267740 4.356906 -0.04 -0.03 0.02 -0.026
C -1.410192 -0.208297 5.720064 0.01 -0.01 -0.02 -0.090
C -0.571211 -0.833375 6.628377 0.00 0.00 0.00 -0.109
C 0.547026 -1.517899 6.164665 0.00 0.00 0.00 -0.089
C 0.812516 -1.582397 4.807412 -0.01 0.02 0.01 -0.038
C 1.739413 -0.747306 2.117571 -0.10 0.07 -0.04 -0.131
C 2.331481 0.314790 2.800572 0.05 -0.07 0.03 -0.033
C 3.637826 0.698101 2.550437 0.00 -0.05 0.05 -0.082
C 4.390073 0.029055 1.593898 0.00 -0.01 0.01 -0.097
C 3.819526 -1.027248 0.905866 0.01 0.00 0.00 -0.084
C 2.509950 -1.415001 1.169068 -0.03 0.01 0.01 -0.028
C -1.887813 -2.568745 -0.003250 -0.36 0.15 -0.02 -0.408
O -1.056500 -1.701234 -0.698882 0.50 -0.33 -0.07 -0.305
C -3.322956 -2.113946 -0.339467 0.00 -0.04 0.04 -0.109
C -3.851289 -0.982488 0.284145 0.01 -0.01 -0.02 -0.028
C -5.080823 -0.463433 -0.090825 -0.01 0.00 0.00 -0.090
C -5.811892 -1.056745 -1.111329 0.01 0.00 0.01 -0.114
C -5.285290 -2.162300 -1.760337 0.01 0.00 0.01 -0.091
C -4.053342 -2.679718 -1.379893 -0.02 -0.01 -0.02 -0.028
C -1.608000 -3.996938 -0.492041 0.07 0.03 -0.07 -0.140
C -0.426653 -4.247989 -1.178338 -0.01 -0.02 0.01 -0.012
C -0.104368 -5.534686 -1.598420 -0.01 0.01 0.01 -0.086
C -0.973406 -6.585963 -1.354634 -0.01 0.01 0.00 -0.114
C -2.168320 -6.340707 -0.686534 0.00 -0.01 0.00 -0.096
C -2.477277 -5.061696 -0.254024 0.02 -0.01 0.01 -0.057
H -2.355295 -4.675765 4.682352 0.00 0.01 0.00 0.087
H -1.726237 -3.013676 4.667499 0.01 -0.01 0.01 0.078
H -0.671243 -4.351799 5.154330 0.00 0.00 0.00 0.089
H -1.662798 -6.298592 2.844333 0.00 0.00 0.00 0.090
H 0.027454 -6.078344 3.351386 0.00 0.00 0.00 0.087
H -0.447126 -5.775922 1.661791 0.01 -0.01 0.00 0.080
H -2.189877 -1.729221 2.007784 0.03 0.07 -0.03 0.129
H 0.380874 -2.648589 0.930506 -0.01 0.03 -0.03 0.114
H -1.777298 0.225955 3.639644 0.01 0.00 0.00 0.109
H -2.282461 0.331750 6.068945 0.00 0.00 0.00 0.095
H -0.780937 -0.785710 7.690194 0.00 0.00 0.00 0.091
H 1.212147 -2.007535 6.866244 0.00 0.00 0.00 0.097
H 1.680582 -2.121643 4.451581 0.00 0.00 0.00 0.126
H 1.751013 0.850401 3.538065 0.03 -0.04 0.02 0.111
H 4.062153 1.531568 3.094883 0.00 -0.03 0.00 0.094
H 5.409554 0.331923 1.387477 0.00 0.00 0.00 0.094
H 4.388397 -1.558595 0.152509 0.00 -0.01 0.01 0.097
H 2.110023 -2.247501 0.608400 0.00 0.01 -0.02 0.104
H -3.277937 -0.471789 1.047919 0.00 0.00 0.02 0.102
H -5.464728 0.417093 0.410793 0.00 0.00 0.00 0.096
H -6.772731 -0.652304 -1.405480 0.00 0.00 0.00 0.090
H -5.830269 -2.624816 -2.574858 0.00 0.00 0.00 0.094
H -3.651142 -3.530275 -1.914085 -0.01 0.02 0.00 0.111
H 0.218827 -3.406149 -1.392581 0.00 -0.02 -0.01 0.111
H 0.825065 -5.709887 -2.127231 0.00 0.00 0.00 0.095
H -0.729073 -7.587988 -1.686699 0.00 0.00 0.00 0.090
H -2.857992 -7.154114 -0.493199 0.00 0.00 0.00 0.096
H -3.401573 -4.885042 0.279683 0.00 0.00 0.00 0.123
F 0.150489 -0.655428 -2.926947 0.03 0.00 -0.09 0.053
C 0.170364 0.476826 -2.198139 -0.15 -0.11 0.06 -0.673
F -0.647875 1.349178 -2.847291 -0.06 0.02 -0.02 0.033
F 1.426565 0.986404 -2.366314 0.07 0.06 0.02 0.024
C -0.118616 2.168898 0.094502 0.24 0.45 -0.12 -0.220
C 0.898369 2.755514 1.015424 0.07 -0.30 0.02 -0.285
C 2.133247 3.177085 0.522105 0.07 0.01 0.04 -0.047
C 3.071619 3.765821 1.355282 -0.05 0.03 -0.03 -0.105
C 2.791190 3.950204 2.703623 -0.03 0.03 0.00 -0.127
C 1.565756 3.535594 3.206514 -0.02 0.06 -0.03 -0.104
C 0.630983 2.941143 2.370277 -0.03 0.10 -0.01 -0.066
H -0.029181 2.675717 -0.865008 -0.19 -0.02 0.00 0.051
H -1.117163 2.332522 0.509282 -0.02 0.09 -0.08 0.066
H 2.356709 3.030335 -0.528869 -0.01 -0.02 0.01 0.110
H 4.026288 4.081655 0.951336 0.00 -0.01 0.00 0.098
H 3.524472 4.407167 3.357377 0.00 0.01 0.00 0.094
H 1.336780 3.665625 4.257961 0.01 0.01 0.00 0.101
H -0.319261 2.605166 2.768423 0.02 -0.04 -0.01 0.110
```
Forces are in eV/Å.

HOMO ... -5.60 eV
Net charge ... -1
Gap between HOMO and LUMO ... 8.383 eV
Energy ... -61047.6855 eV
Energy above the lowest of the compared OMol25 structures with the same formula, charge and spin ... 0.000 eV



DFT (wB97M-V/def2-TZVPD) results for a molecular structure, C9H10IO3 at a distorted geometry.

The geometry in XYZ format:
```
23
Properties=species:S:1:pos:R:3:forces:R:3:nbo_charge:R:1
C 0.084861 1.209781 0.582139 0.23 0.87 1.08 -0.565
C -0.714959 0.651925 1.650787 -1.64 -1.78 -0.65 0.646
C 0.371345 0.601802 -0.694033 -1.78 -0.93 2.01 0.557
C 0.662380 2.539489 0.940959 -0.26 -0.04 0.55 0.566
C -0.568671 -0.541086 -1.088903 -0.24 -0.61 -1.52 -0.492
C -1.656280 -0.945582 1.113900 1.11 4.00 0.30 -0.411
C -0.994198 -1.556100 -0.010653 0.60 -1.21 -2.52 -0.288
C 0.968989 3.530553 -0.209325 1.48 0.91 -0.46 -0.699
C 0.262432 -2.278021 0.498449 1.18 -0.57 2.07 -0.629
O -0.985704 1.021179 2.766665 0.25 -0.50 -0.95 -0.583
O 1.244907 0.969685 -1.441930 1.04 0.35 -1.18 -0.637
O 0.737615 2.887753 2.119056 0.46 0.36 -1.13 -0.594
I -3.729878 -0.591443 0.923788 -0.20 0.22 -0.13 0.023
H -1.512514 0.005109 -1.438649 1.18 -0.95 -0.06 0.229
H -0.017176 -1.138357 -1.902740 -1.13 1.14 0.69 0.208
H -1.569597 -1.703832 1.786387 -0.27 -1.35 3.09 0.180
H -1.689797 -2.353385 -0.480415 1.09 1.10 0.37 0.196
H 0.717312 4.583657 0.036796 -0.17 -0.69 0.53 0.206
H 0.342076 3.276165 -1.078061 0.74 -0.05 0.06 0.219
H 2.115012 3.651874 -0.482725 -2.31 -0.90 0.38 0.222
H 0.135277 -3.036443 1.363334 -0.61 0.16 -2.02 0.205
H 0.916027 -1.673514 1.175891 -0.35 0.70 -1.17 0.226
H 0.893596 -2.621142 -0.345609 -0.38 -0.22 0.67 0.214
```
Forces are in eV/Å.

HOMO ... -4.51 eV
Net charge ... -1
Gap between HOMO and LUMO ... 7.209 eV
Energy ... -23738.2824 eV
Energy above the lowest of the compared OMol25 structures with the same formula, charge and spin ... 0.000 eV



DFT (wB97M-V/def2-TZVPD) results for 6 unconnected molecules or ions with the total composition C17H29NO17P.

The geometry in XYZ format:
```
65
Properties=species:S:1:pos:R:3:forces:R:3:nbo_charge:R:1
N 3.781705 -0.094932 2.817752 -0.12 -0.04 0.09 -1.181
P 2.136201 0.018967 2.079685 0.21 -0.03 0.18 0.815
C 0.267525 0.148886 1.294127 -0.53 0.18 0.03 -0.822
C -0.479022 -1.078121 1.544583 0.03 -0.12 0.03 0.791
O -0.408051 -2.119442 0.920642 -0.05 -0.08 -0.10 -0.689
O -1.296525 -1.081656 2.653013 -0.15 -0.11 -0.18 -0.713
H 4.129866 0.822394 3.078735 -0.01 0.01 -0.05 0.343
H 4.423203 -0.498626 2.143270 0.04 0.06 -0.01 0.340
H 2.224673 1.476132 1.916344 -0.14 -0.04 -0.11 -0.196
H 2.645755 -0.154435 0.704932 -0.02 -0.07 0.04 -0.204
H 1.970663 -1.414156 2.244612 0.02 -0.02 -0.16 -0.171
H 1.520216 0.219280 3.399587 0.01 0.05 -0.01 -0.193
H 0.317803 0.348676 0.227515 0.30 -0.11 -0.05 0.226
H -0.188033 1.002465 1.802198 0.10 0.07 0.01 0.193
H -1.442684 -0.165954 2.905895 0.25 0.07 0.22 0.476
C -1.608246 3.847093 -1.732021 -0.04 0.00 0.00 -0.096
C -1.480756 4.226375 -0.268577 -0.07 0.06 -0.07 -0.093
O -0.419616 3.376698 0.170456 0.07 0.04 0.04 -0.485
C 0.328809 3.019522 -0.897356 -0.07 -0.06 0.04 0.969
O 1.362279 2.441645 -0.844125 0.11 0.19 -0.13 -0.563
O -0.281247 3.414373 -2.048073 0.03 -0.04 0.01 -0.505
H -1.891045 4.671236 -2.376550 0.09 -0.01 -0.01 0.205
H -2.293464 3.010819 -1.882949 -0.03 0.01 0.00 0.180
H -1.181080 5.267629 -0.137433 0.00 0.00 0.00 0.182
H -2.372537 4.029978 0.318542 0.02 -0.06 0.01 0.205
C -5.786207 6.346219 -4.598819 0.04 -0.03 -0.07 -0.100
C -5.102416 5.013710 -4.859242 -0.08 0.02 -0.02 -0.099
O -4.148058 4.957725 -3.795079 0.02 -0.03 0.00 -0.492
C -4.576739 5.748665 -2.784601 -0.02 -0.01 0.03 0.971
O -4.089447 5.782068 -1.701931 -0.03 0.03 0.00 -0.577
O -5.634420 6.490838 -3.183299 0.01 0.03 0.02 -0.487
H -6.842011 6.361199 -4.852731 -0.02 -0.02 0.06 0.205
H -5.276331 7.176249 -5.090215 0.00 0.00 -0.01 0.186
H -5.785491 4.169167 -4.758642 -0.01 0.00 -0.01 0.189
H -4.585302 4.956311 -5.812402 0.06 0.03 0.03 0.207
C -0.946516 -4.749506 -0.315135 -0.08 0.32 0.06 -0.098
C -2.284559 -4.053273 -0.180378 0.11 0.17 0.08 -0.096
O -3.103135 -4.779488 -1.121148 -0.03 -0.07 0.00 -0.498
C -2.564973 -5.995399 -1.306317 -0.07 -0.07 -0.04 0.971
O -3.088556 -6.891653 -1.897519 0.03 0.01 0.02 -0.609
O -1.347272 -6.076404 -0.731106 0.19 0.01 0.07 -0.518
H -0.387410 -4.771984 0.613258 -0.02 -0.18 0.01 0.228
H -0.328428 -4.301364 -1.091730 0.01 -0.05 -0.03 0.194
H -2.711829 -4.165894 0.815666 0.00 0.00 0.00 0.188
H -2.250539 -3.003356 -0.443533 -0.02 -0.04 -0.06 0.231
C 5.211002 4.626858 0.939043 0.02 -0.07 -0.01 -0.100
C 4.469472 3.328287 1.210531 -0.07 0.01 -0.27 -0.109
O 4.055322 3.515850 2.566421 -0.02 -0.12 0.30 -0.473
C 4.009016 4.823720 2.847760 0.02 0.10 -0.20 0.971
O 3.550357 5.313961 3.830113 0.04 -0.03 0.00 -0.589
O 4.570662 5.543242 1.833453 0.00 0.01 0.01 -0.508
H 5.113500 4.985751 -0.082155 -0.06 0.04 0.02 0.195
H 6.267911 4.566330 1.208608 0.01 -0.02 -0.02 0.172
H 3.586173 3.193619 0.584079 -0.05 0.01 0.06 0.222
H 5.085120 2.437131 1.129247 0.00 -0.02 0.17 0.210
C 1.326037 -8.442506 0.121072 -0.18 -0.13 -0.07 -0.103
C 0.589769 -8.920476 1.359595 -0.05 0.04 -0.08 -0.098
O 1.650773 -9.046759 2.310041 0.01 0.01 0.05 -0.498
C 2.676754 -8.246816 1.923216 -0.01 -0.04 0.01 0.967
O 3.641898 -8.027711 2.577607 -0.01 0.00 -0.02 -0.570
O 2.444081 -7.753059 0.685390 0.04 0.05 -0.01 -0.487
H 0.729544 -7.779949 -0.500050 0.11 0.15 0.06 0.224
H 1.702316 -9.270095 -0.483960 -0.02 -0.02 0.02 0.175
H -0.127765 -8.181361 1.718841 0.01 0.01 0.01 0.191
H 0.096138 -9.880744 1.238915 0.05 -0.03 0.01 0.197
```
Forces are in eV/Å.

HOMO ... -3.63 eV
Net charge ... -1
Gap between HOMO and LUMO ... 5.111 eV
Energy ... -63685.2099 eV
Energy above the lowest of the compared OMol25 structures with the same formula, charge and spin ... 0.000 eV